# C4H16N2O2

A 3-piece molecular cluster, C4H16N2O2 overall (ωB97M-V/def2-TZVPD, OMol25).

Output
- energy above the lowest of the compared OMol25 structures with the same formula, charge and spin (kcal/mol) = 6.1
- gap between HOMO and LUMO (eV) = 11.8766
- HOMO level (eV) = -18.30
- total charge = +2
- LUMO (eV) = -6.42

```
24
Properties=species:S:1:pos:R:3:forces:R:3
C 1.45265 0.70714 -1.86907 -0.274 0.028 0.007
C 0.06352 1.32788 -2.00858 0.086 0.190 -0.056
C -0.78609 0.96177 -0.83342 -0.199 0.024 0.160
C -1.55920 -0.10230 -0.76628 -0.060 0.087 0.048
N -2.18594 -0.43215 0.53189 -0.625 -0.292 -0.351
N 2.05148 1.01864 -0.51904 -0.017 -0.214 -0.158
H 1.38862 -0.37392 -1.92838 0.074 -0.131 -0.028
H 2.11937 1.07123 -2.63972 0.206 0.058 -0.047
H 0.13146 2.41333 -2.11292 0.028 -0.021 0.089
H -0.35150 0.96780 -2.94615 -0.104 -0.124 -0.061
H -0.70148 1.56098 0.07195 0.050 0.066 -0.209
H -1.77679 -0.78656 -1.56837 -0.063 -0.120 -0.086
H -3.04288 0.09857 0.70925 -0.010 0.108 -0.057
H -2.45435 -1.41996 0.57647 0.091 0.044 -0.009
H -1.49473 -0.25018 1.27593 0.247 0.075 0.103
H 2.14908 2.02465 -0.39276 -0.016 0.160 0.141
H 1.45797 0.62213 0.23720 0.166 0.165 0.038
H 2.98669 0.61619 -0.43747 0.045 -0.031 0.027
H 0.03401 -2.93835 3.24307 0.053 0.136 -0.250
H 0.84505 -3.34843 2.01335 0.010 0.028 -0.043
O 0.26835 -2.64879 2.34531 -0.096 -0.131 0.263
H 0.37779 -0.99179 1.93076 0.156 -0.034 0.053
H 0.32704 0.44537 2.49880 0.146 0.074 0.086
O 0.25654 -0.04181 1.66737 0.107 -0.147 0.342
```
Forces are in eV/Å.

***

# C5H4IrO

C5H4IrO as an isolated structure at a distorted geometry (ωB97M-V/def2-TZVPD, OMol25).

Output
- gap between HOMO and LUMO (alpha / beta) (eV) = 4.6673 / 5.9845
- HOMO level (alpha / beta) (eV) = -16.18 / -19.23
- total charge = +2
- 2S+1 = 6
- <S²> = 8.770
- LUMO (alpha / beta) (eV) = -11.51 / -13.25

```
11
Properties=species:S:1:pos:R:3:forces:R:3
C 0.93362 -2.90495 0.54257 -1.207 -2.310 1.676
H 1.51231 -3.32055 -0.28631 0.018 0.222 0.284
H -1.14193 -3.13288 1.42228 0.274 0.425 -0.124
H 1.16192 -3.14220 1.61991 0.761 0.754 -1.237
C -0.58638 -2.96900 0.49519 0.220 -1.435 -0.740
C 0.17817 -1.69459 0.28735 0.049 1.983 0.149
C 0.16292 -0.38955 0.09796 -0.051 0.464 -0.242
C 0.15795 0.85067 -0.11539 -0.225 -5.001 1.079
O 0.18851 2.02217 -0.36569 1.416 2.361 -0.422
Ir -0.79743 3.52898 -0.72704 -1.307 2.172 -0.520
H -1.07537 -3.36015 -0.40139 0.051 0.366 0.098
```
Forces are in eV/Å.

***

# C8H17N3O7PS2

C8H17N3O7PS2 as an isolated structure at a distorted geometry (ωB97M-V/def2-TZVPD, OMol25).

Output
- gap between HOMO and LUMO (eV) = 8.5408
- HOMO level (eV) = -6.06
- total charge = -1
- LUMO (eV) = 2.48

```
38
Properties=species:S:1:pos:R:3:forces:R:3
C 2.56829 2.35640 -1.30184 -0.098 0.275 0.253
C 1.63080 1.62307 -1.17859 -0.214 -0.035 -0.020
S 0.21499 0.69323 -0.84039 -0.509 0.028 0.388
O -0.90438 1.37468 -1.42364 -0.049 0.199 -0.110
O 0.48215 -0.63055 -1.34401 0.238 -0.156 0.190
N -0.00132 0.74342 0.74954 1.062 -0.201 -0.437
S 1.21679 0.46511 1.76520 -0.771 0.042 0.787
O 0.63311 0.00132 3.01121 -0.124 -0.206 -0.178
O 2.12290 1.58085 1.90920 0.050 0.092 -0.432
P 2.43759 -1.22839 1.14100 0.767 -0.061 -0.762
O 3.65133 -0.88860 0.36156 0.060 0.080 0.088
H 3.32933 3.10047 -1.28528 0.070 -0.144 -0.170
H 1.57712 -2.10126 0.47239 -0.335 0.026 0.324
H 2.73608 -1.81898 2.38879 -0.351 0.159 0.086
C -1.15653 -3.77946 -1.48071 0.024 0.059 0.012
C -0.15853 -4.56584 -0.66638 -0.052 0.282 -0.093
O 0.77753 -4.01804 -0.11437 0.088 -0.329 0.119
N -0.33298 -5.91529 -0.56623 -0.058 0.008 -0.043
C -1.37969 -6.72497 -1.15234 0.241 -0.056 0.175
H -0.86253 -2.73232 -1.45703 0.051 -0.016 0.028
H -1.16319 -4.12135 -2.51705 -0.079 -0.020 0.002
H -2.16003 -3.87981 -1.06346 -0.025 -0.027 -0.068
H 0.37110 -6.37221 -0.00899 -0.001 0.005 0.001
H -1.94404 -7.24008 -0.37168 -0.081 -0.005 -0.059
H -0.95074 -7.47580 -1.81985 -0.085 -0.004 -0.054
H -2.06427 -6.10647 -1.72252 0.003 0.029 -0.002
C -1.16462 6.15218 0.04587 0.003 0.046 -0.066
C -0.05803 5.11612 0.05140 0.005 -0.136 0.068
O 0.95749 5.27342 -0.61342 -0.005 0.114 0.011
N -0.24499 4.02477 0.82422 0.242 0.202 -0.071
C -1.37831 3.69745 1.66098 0.121 -0.211 -0.101
H -0.86980 6.96316 -0.61379 0.055 -0.031 -0.013
H -2.09612 5.71859 -0.32013 -0.038 0.018 0.067
H -1.32649 6.55141 1.04826 -0.078 -0.023 -0.003
H 0.51370 3.35436 0.79106 -0.046 -0.050 0.033
H -1.05562 3.57987 2.69739 -0.061 0.003 0.021
H -1.81429 2.75348 1.33029 -0.028 0.014 0.039
H -2.13379 4.47605 1.61334 0.010 0.030 -0.010
```
Forces are in eV/Å.

***

What is the total charge in the third record? -1

***

What is the total charge in the second record? +2